This record from OMol25 describes an isolated molecule of CH4NOP at a distorted geometry. The level of theory is wB97M-V/def2-TZVPD.

Summary:
Largest force on an atom, eV/Å: 3.41
E_tot, eV: -13927.037
Orbital gap, eV: 9.642
E_HOMO, eV: -8.84
SMILES: NC(=O)P

Structure (ORCA input):
```
! wB97M-V def2-TZVPD RIJCOSX def2/J DEFGRID3
* xyz 0 1
N -1.1152 -0.9574 -0.5177
C -0.3806 0.1079 -0.1426
O -0.7178 1.2190 -0.4562
P 1.4577 0.1464 0.8940
H -2.0750 -0.7702 -0.5993
H -0.9331 -1.8213 -0.1761
H 2.3071 0.5470 -0.2879
H 1.4571 1.5287 1.2856
*
```